No. 1
Molecular formula: C38H76Br2ClN2O15S
Method: DFT, wB97M-V/def2-TZVPD

Each line ends with the Löwdin charge.
Cartesian coordinates (Å):
C (-3.89, 4.08, 1.92)  -0.05
C (-3.96, 3.71, 3.41)  -0.25
O (-2.84, 2.96, 3.86)  -0.17
C (-1.65, 3.71, 4.03)  -0.17
C (-0.59, 3.28, 3.01)  -0.17
O (0.58, 2.77, 3.64)  -0.15
C (1.79, 3.47, 3.40)  -0.16
C (2.87, 2.47, 3.07)  -0.16
O (2.62, 1.85, 1.81)  -0.12
C (3.41, 0.70, 1.60)  -0.14
C (2.65, -0.47, 0.97)  -0.26
C (3.60, -1.68, 1.08)  -0.17
C (4.26, -1.97, 2.45)  -0.07
C (2.30, -0.11, -0.52)  -0.13
C (2.96, -0.92, -1.67)  -0.12
C (2.93, -2.45, -1.75)  -0.29
C (2.91, -2.98, -3.19)  -0.56
S (2.25, -4.67, -3.34)  0.76
C (0.78, 0.27, -0.66)  -0.28
C (0.03, -0.39, -1.84)  -0.16
C (-0.10, -1.91, -2.00)  -0.08
C (0.76, 1.79, -1.00)  -0.13
C (-0.59, 2.51, -1.07)  -0.25
N (-0.35, 3.92, -1.44)  0.03
C (0.23, 0.12, 0.81)  -0.11
C (-1.25, -0.12, 1.14)  -0.15
C (-2.08, -1.23, 0.50)  -0.31
C (-3.52, -1.22, 1.07)  -0.58
Cl (-4.66, -0.81, -0.25)  0.62
N (1.28, -0.59, 1.69)  0.05
C (1.00, -1.86, 2.46)  -0.61
Br (0.53, -3.37, 1.35)  0.92
C (0.12, -1.72, 3.71)  -0.69
C (0.18, -0.36, 4.42)  -0.10
Br (-1.75, -2.28, 3.57)  0.85
H (-4.81, 3.80, 1.41)  0.07
H (-3.06, 3.54, 1.45)  0.06
H (-3.73, 5.14, 1.77)  0.07
H (-4.83, 3.08, 3.61)  0.12
H (-4.06, 4.61, 4.03)  0.12
H (-1.26, 3.50, 5.03)  0.13
H (-1.86, 4.78, 3.95)  0.13
H (-1.04, 2.46, 2.45)  0.10
H (-0.33, 4.08, 2.31)  0.12
H (2.11, 3.96, 4.32)  0.14
H (1.68, 4.22, 2.62)  0.13
H (3.84, 2.98, 3.04)  0.14
H (2.87, 1.72, 3.87)  0.13
H (4.25, 0.91, 0.93)  0.16
H (3.85, 0.41, 2.56)  0.11
H (3.08, -2.57, 0.75)  0.06
H (4.39, -1.48, 0.36)  0.12
H (5.30, -1.64, 2.47)  0.09
H (4.25, -3.04, 2.65)  0.09
H (3.77, -1.47, 3.29)  0.07
H (2.80, 0.85, -0.65)  0.13
H (2.53, -0.51, -2.59)  0.11
H (4.01, -0.61, -1.71)  0.13
H (2.11, -2.90, -1.18)  0.04
H (3.84, -2.85, -1.29)  0.10
H (3.93, -3.08, -3.55)  0.07
H (2.37, -2.30, -3.85)  0.07
H (0.99, -4.41, -2.98)  -0.15
H (0.53, -0.01, -2.73)  0.12
H (-0.96, 0.05, -1.90)  0.09
H (-1.12, -2.17, -2.30)  0.09
H (0.55, -2.26, -2.80)  0.04
H (0.12, -2.47, -1.10)  0.00
H (1.22, 1.91, -1.98)  0.13
H (1.37, 2.35, -0.29)  0.11
H (-1.10, 2.49, -0.10)  0.09
H (-1.25, 2.05, -1.81)  0.08
H (-0.79, 4.55, -0.78)  0.06
H (-0.73, 4.12, -2.35)  0.05
H (0.38, 1.14, 1.18)  0.12
H (-1.40, -0.15, 2.22)  0.05
H (-1.72, 0.81, 0.82)  0.11
H (-2.20, -1.05, -0.56)  0.06
H (-1.67, -2.22, 0.62)  0.02
H (-3.66, -0.47, 1.84)  0.06
H (-3.81, -2.20, 1.45)  0.05
H (1.38, 0.09, 2.45)  0.12
H (1.96, -2.17, 2.84)  0.06
H (0.50, -2.47, 4.40)  0.09
H (1.10, 0.20, 4.23)  0.07
H (-0.67, 0.27, 4.19)  0.07
H (0.15, -0.53, 5.50)  0.10
C (2.28, -7.53, -10.54)  -0.03
O (2.49, -6.23, -9.98)  0.01
C (2.30, -6.16, -8.66)  -0.63
O (1.98, -7.07, -7.94)  0.12
O (2.53, -4.91, -8.27)  0.00
C (2.36, -4.70, -6.87)  -0.08
H (2.46, -7.43, -11.60)  0.09
H (2.97, -8.25, -10.10)  0.10
H (1.25, -7.86, -10.37)  0.10
H (3.05, -5.31, -6.30)  0.08
H (1.34, -4.92, -6.56)  0.09
H (2.57, -3.64, -6.70)  0.09
C (-1.76, 3.75, -5.86)  -0.03
O (-3.07, 3.40, -5.38)  0.02
C (-3.08, 2.43, -4.47)  -0.61
O (-2.11, 1.87, -4.02)  0.10
O (-4.34, 2.20, -4.12)  0.02
C (-4.50, 1.12, -3.20)  -0.06
H (-1.92, 4.54, -6.58)  0.10
H (-1.14, 4.12, -5.04)  0.09
H (-1.29, 2.90, -6.33)  0.10
H (-3.92, 1.31, -2.29)  0.06
H (-4.19, 0.18, -3.64)  0.10
H (-5.56, 1.08, -2.95)  0.10
C (-7.21, -2.94, 1.26)  -0.06
O (-8.60, -2.70, 1.42)  0.01
C (-9.34, -3.11, 0.39)  -0.62
O (-8.92, -3.63, -0.61)  0.12
O (-10.62, -2.84, 0.65)  0.01
C (-11.53, -3.23, -0.38)  -0.03
H (-6.74, -2.55, 2.16)  0.09
H (-7.01, -4.00, 1.17)  0.10
H (-6.82, -2.41, 0.39)  0.04
H (-11.48, -4.31, -0.54)  0.10
H (-11.31, -2.71, -1.31)  0.10
H (-12.52, -2.95, -0.02)  0.09
C (5.84, 3.31, 7.55)  -0.04
O (7.01, 3.94, 7.03)  0.01
C (6.96, 4.24, 5.73)  -0.63
O (6.02, 4.02, 5.00)  0.10
O (8.10, 4.83, 5.39)  0.01
C (8.18, 5.22, 4.01)  -0.03
H (6.05, 3.14, 8.60)  0.10
H (4.98, 3.96, 7.44)  0.10
H (5.66, 2.36, 7.04)  0.09
H (7.40, 5.94, 3.78)  0.10
H (8.10, 4.36, 3.36)  0.10
H (9.16, 5.68, 3.90)  0.10

The HOMO energy comes out at -11.18 eV. The value obtained for the lowest unoccupied orbital energy is -2.3 eV. The charge is +1. The maximum force comes out at 0.016 hartree/bohr. As for the energy above the lowest of the compared OMol25 structures with the same formula, charge and spin: 0.000 eV.

=====

No. 2
Molecular formula: C38H76Co2N4O10
Method: DFT, wB97M-V/def2-TZVPD

Each line ends with the Löwdin spin population.
Cartesian coordinates (Å):
Co (0.26, 1.18, -1.03)  2.74
Co (1.00, 0.40, 2.02)  2.70
C (-0.60, -0.88, 0.20)  0.05
O (-0.37, -0.71, -0.99)  0.04
O (0.25, -1.28, 0.93)  0.48
O (-0.63, 0.22, 0.69)  0.47
C (1.89, 2.45, 0.51)  0.03
O (1.15, 2.94, -0.34)  0.06
O (1.54, 2.29, 1.66)  0.13
O (2.04, 1.28, 0.17)  0.17
C (1.63, -5.22, -4.79)  0.00
C (0.82, -5.25, -3.44)  0.00
C (0.75, -6.71, -2.77)  0.00
C (2.05, -7.13, -2.13)  0.00
C (2.44, -6.09, -1.07)  0.00
C (2.55, -4.65, -1.62)  0.00
N (1.39, -4.33, -2.36)  0.00
O (1.40, -2.97, -2.69)  0.00
C (2.65, -3.75, -0.35)  0.00
C (3.91, -4.51, -2.45)  0.00
C (-0.63, -4.76, -3.56)  0.00
H (2.51, -5.86, -4.79)  0.00
H (2.03, -4.23, -4.97)  0.00
H (1.07, -5.56, -5.66)  0.00
H (-0.03, -6.69, -2.01)  0.00
H (0.55, -7.48, -3.52)  0.00
H (2.87, -7.13, -2.84)  0.00
H (1.99, -8.09, -1.62)  0.00
H (3.40, -6.45, -0.70)  0.00
H (1.68, -6.10, -0.29)  0.00
H (2.71, -2.68, -0.55)  0.00
H (1.70, -3.79, 0.18)  0.00
H (3.51, -3.95, 0.28)  0.00
H (3.83, -3.73, -3.22)  0.00
H (4.79, -4.29, -1.84)  0.00
H (4.03, -5.38, -3.10)  0.00
H (-1.29, -5.43, -4.12)  0.00
H (-0.66, -3.85, -4.17)  0.00
H (-0.96, -4.44, -2.58)  0.00
H (0.69, -2.64, -2.14)  0.00
C (-0.54, -0.32, 4.61)  0.00
C (0.79, -1.06, 4.95)  0.00
C (0.59, -2.57, 4.98)  0.00
C (1.91, -3.36, 5.24)  0.00
C (2.88, -3.14, 4.07)  0.00
C (3.18, -1.57, 3.94)  0.00
N (1.94, -0.74, 4.01)  0.02
O (2.18, 0.64, 3.92)  0.03
C (4.24, -1.11, 5.01)  0.00
C (3.75, -1.40, 2.48)  0.00
C (1.06, -0.52, 6.34)  0.00
H (-0.44, 0.77, 4.70)  0.00
H (-1.37, -0.61, 5.26)  0.00
H (-0.83, -0.51, 3.58)  0.00
H (-0.11, -2.93, 5.73)  0.00
H (0.10, -2.96, 4.08)  0.00
H (1.57, -4.39, 5.26)  0.00
H (2.54, -3.16, 6.11)  0.00
H (2.36, -3.51, 3.19)  0.00
H (3.76, -3.76, 4.23)  0.00
H (4.09, -1.74, 5.89)  0.00
H (5.19, -1.43, 4.58)  0.00
H (4.13, -0.06, 5.28)  0.00
H (4.75, -1.77, 2.23)  0.00
H (3.11, -1.78, 1.69)  0.00
H (4.01, -0.37, 2.22)  0.00
H (2.04, -0.95, 6.56)  0.00
H (0.45, -0.93, 7.15)  0.00
H (1.04, 0.56, 6.42)  0.00
H (2.57, 0.90, 4.76)  0.00
C (-3.82, 6.12, -0.16)  0.00
C (-2.71, 6.29, 0.89)  0.00
C (-3.39, 7.04, 2.07)  0.00
C (-4.14, 6.09, 2.97)  0.00
C (-3.25, 4.96, 3.45)  0.00
C (-2.59, 4.16, 2.25)  0.00
N (-1.96, 5.10, 1.25)  0.00
O (-1.37, 4.47, 0.22)  0.00
C (-1.42, 3.29, 2.85)  0.00
C (-3.66, 3.22, 1.69)  0.00
C (-1.70, 7.32, 0.34)  0.00
H (-4.72, 5.59, 0.16)  0.00
H (-3.49, 5.66, -1.09)  0.00
H (-4.25, 7.09, -0.42)  0.00
H (-2.64, 7.64, 2.57)  0.00
H (-4.18, 7.74, 1.79)  0.00
H (-5.05, 5.65, 2.55)  0.00
H (-4.51, 6.63, 3.85)  0.00
H (-3.89, 4.26, 3.99)  0.00
H (-2.60, 5.30, 4.26)  0.00
H (-0.54, 3.78, 3.27)  0.00
H (-1.79, 2.56, 3.57)  0.00
H (-1.05, 2.67, 2.03)  0.00
H (-4.62, 3.60, 1.33)  0.00
H (-3.32, 2.76, 0.76)  0.00
H (-3.97, 2.51, 2.46)  0.00
H (-1.26, 6.92, -0.58)  0.00
H (-0.88, 7.52, 1.03)  0.00
H (-2.10, 8.32, 0.24)  0.00
H (-0.44, 4.34, 0.44)  0.00
C (-2.91, 2.23, -4.41)  0.00
C (-2.28, 1.33, -3.29)  0.00
C (-2.60, -0.18, -3.59)  0.00
C (-1.76, -0.78, -4.72)  0.00
C (-0.26, -0.58, -4.37)  0.00
C (0.15, 0.90, -4.13)  0.00
N (-0.79, 1.46, -3.13)  0.04
O (-0.41, 2.71, -2.65)  0.01
C (1.56, 0.83, -3.66)  0.01
C (0.19, 1.65, -5.54)  0.00
C (-3.01, 1.91, -1.94)  0.00
H (-2.50, 3.24, -4.44)  0.00
H (-2.87, 1.82, -5.42)  0.00
H (-3.99, 2.19, -4.28)  0.00
H (-2.44, -0.78, -2.69)  0.00
H (-3.68, -0.23, -3.71)  0.00
H (-1.91, -1.86, -4.79)  0.00
H (-1.95, -0.33, -5.69)  0.00
H (0.30, -1.00, -5.20)  0.00
H (-0.19, -1.19, -3.47)  0.00
H (1.63, 0.18, -2.78)  0.00
H (1.97, 1.81, -3.44)  0.00
H (2.21, 0.41, -4.44)  0.00
H (0.17, 2.71, -5.30)  0.00
H (-0.76, 1.49, -6.05)  0.00
H (1.01, 1.30, -6.16)  0.00
H (-3.08, 2.99, -1.85)  0.00
H (-3.96, 1.38, -1.97)  0.00
H (-2.42, 1.49, -1.12)  0.00
H (-0.94, 3.33, -3.15)  0.00

As for the expectation value of S²: 15.77. The HOMO energy (spin up / spin down) comes out at -9.81 / -9.81 eV. The value obtained for the lowest unoccupied orbital energy (spin up / spin down) is -4.1 / -5.5 eV. The charge is +1. The maximum force comes out at 0.292 hartree/bohr. As for the multiplicity: 8.

=====

No. 3
Molecular formula: C38H80N4O14S
Method: DFT, wB97M-V/def2-TZVPD

Each line ends with the Löwdin charge.
Cartesian coordinates (Å):
O (-15.59, -16.92, 10.35)  -0.24
S (-15.78, -17.29, 11.75)  0.71
O (-14.85, -16.81, 12.73)  -0.21
O (-17.38, -17.02, 12.16)  -0.21
C (-18.22, -17.94, 11.51)  -0.19
C (-17.39, -19.22, 11.70)  -0.19
O (-16.02, -18.89, 11.83)  -0.19
H (-19.21, -18.11, 11.91)  0.14
H (-18.21, -17.67, 10.45)  0.12
H (-17.65, -20.00, 10.99)  0.13
H (-17.71, -19.63, 12.66)  0.12
C (-20.34, -23.63, 15.83)  -0.13
N (-20.04, -24.80, 15.15)  -0.02
C (-19.24, -25.83, 15.65)  -0.54
C (-19.12, -27.01, 14.69)  -0.01
O (-18.65, -25.79, 16.70)  0.07
H (-19.70, -22.76, 15.67)  0.08
H (-20.46, -23.83, 16.89)  0.10
H (-21.24, -23.08, 15.56)  0.08
H (-20.43, -24.91, 14.22)  0.13
H (-18.08, -27.33, 14.73)  0.08
H (-19.40, -26.84, 13.65)  0.07
H (-19.90, -27.69, 15.03)  0.09
C (-8.18, -19.04, 14.36)  -0.05
N (-8.58, -19.40, 15.76)  0.02
C (-7.66, -19.37, 16.73)  -0.62
C (-8.09, -20.02, 17.96)  -0.02
O (-6.53, -18.89, 16.61)  0.04
H (-7.20, -19.48, 14.17)  0.08
H (-7.96, -18.05, 13.98)  0.08
H (-8.97, -19.51, 13.76)  0.08
H (-9.47, -19.83, 15.95)  0.13
H (-8.81, -20.82, 17.84)  0.08
H (-8.57, -19.19, 18.49)  0.10
H (-7.20, -20.48, 18.39)  0.10
C (-20.80, -19.30, 22.68)  -0.06
N (-20.51, -20.48, 23.46)  -0.04
C (-20.08, -21.66, 22.96)  -0.54
C (-19.85, -22.70, 24.01)  -0.02
O (-19.94, -21.82, 21.73)  0.02
H (-19.83, -19.14, 22.20)  0.09
H (-21.17, -18.52, 23.34)  0.09
H (-21.39, -19.68, 21.85)  0.09
H (-20.40, -20.26, 24.44)  0.13
H (-19.36, -22.40, 24.94)  0.08
H (-19.42, -23.64, 23.66)  0.08
H (-20.82, -23.12, 24.29)  0.08
C (-15.04, -28.41, 25.67)  -0.07
N (-15.00, -27.54, 24.49)  -0.01
C (-14.16, -26.46, 24.38)  -0.57
C (-14.27, -25.85, 23.00)  -0.02
O (-13.39, -25.96, 25.17)  0.06
H (-14.56, -27.87, 26.49)  0.08
H (-14.51, -29.33, 25.42)  0.08
H (-16.05, -28.63, 26.01)  0.08
H (-15.79, -27.55, 23.86)  0.13
H (-13.26, -25.95, 22.60)  0.08
H (-14.42, -24.77, 23.02)  0.08
H (-14.95, -26.33, 22.30)  0.07
C (-23.26, -16.03, 16.94)  -0.17
C (-21.87, -15.52, 17.12)  -0.18
C (-21.09, -15.79, 15.81)  -0.19
O (-22.10, -16.34, 15.00)  -0.13
C (-23.04, -16.99, 15.80)  -0.23
H (-23.94, -15.19, 16.78)  0.12
H (-23.55, -16.65, 17.78)  0.11
H (-21.44, -16.03, 17.99)  0.11
H (-21.82, -14.44, 17.25)  0.11
H (-20.18, -16.38, 15.91)  0.11
H (-20.65, -14.89, 15.39)  0.11
H (-22.72, -18.01, 16.00)  0.12
H (-24.00, -17.14, 15.29)  0.12
C (-11.33, -26.50, 15.04)  -0.24
C (-12.07, -25.55, 14.29)  -0.22
C (-11.02, -24.55, 13.83)  -0.20
O (-10.10, -24.52, 14.87)  -0.11
C (-10.22, -25.70, 15.63)  -0.20
H (-10.95, -27.21, 14.31)  0.12
H (-11.98, -27.14, 15.64)  0.13
H (-12.87, -25.17, 14.91)  0.12
H (-12.58, -26.08, 13.48)  0.12
H (-11.52, -23.59, 13.68)  0.12
H (-10.58, -24.84, 12.88)  0.12
H (-10.54, -25.52, 16.66)  0.12
H (-9.30, -26.26, 15.49)  0.12
C (-11.53, -20.06, 25.36)  -0.15
C (-10.04, -19.62, 25.37)  -0.16
C (-10.09, -18.06, 25.65)  -0.14
O (-11.51, -17.71, 25.57)  -0.14
C (-12.24, -18.72, 24.99)  -0.26
H (-11.77, -20.47, 26.34)  0.10
H (-11.75, -20.84, 24.64)  0.10
H (-9.70, -19.69, 24.33)  0.10
H (-9.32, -20.10, 26.02)  0.10
H (-9.55, -17.42, 24.96)  0.11
H (-9.83, -17.94, 26.70)  0.11
H (-12.36, -18.66, 23.91)  0.11
H (-13.30, -18.81, 25.21)  0.11
C (-14.55, -20.19, 17.80)  -0.15
C (-14.17, -18.74, 18.09)  -0.21
C (-15.47, -18.02, 18.11)  -0.22
O (-16.50, -18.99, 18.44)  -0.15
C (-15.81, -20.26, 18.72)  -0.17
H (-13.73, -20.87, 18.04)  0.10
H (-14.91, -20.44, 16.80)  0.11
H (-13.63, -18.28, 17.27)  0.11
H (-13.53, -18.75, 18.98)  0.12
H (-15.80, -17.72, 17.12)  0.12
H (-15.33, -17.09, 18.66)  0.11
H (-16.51, -20.99, 18.33)  0.11
H (-15.60, -20.38, 19.79)  0.11
C (-12.02, -11.07, 17.80)  -0.17
C (-13.51, -11.20, 17.35)  -0.16
C (-13.32, -11.79, 16.00)  -0.23
O (-12.14, -11.13, 15.54)  -0.16
C (-11.28, -10.59, 16.55)  -0.20
H (-11.50, -12.01, 17.99)  0.11
H (-11.76, -10.50, 18.70)  0.11
H (-14.07, -10.27, 17.34)  0.12
H (-13.87, -12.05, 17.94)  0.11
H (-14.22, -11.61, 15.41)  0.12
H (-13.07, -12.85, 16.03)  0.12
H (-11.30, -9.50, 16.57)  0.11
H (-10.26, -10.91, 16.34)  0.12
C (-16.61, -12.38, 22.73)  -0.22
C (-15.59, -13.40, 22.98)  -0.20
C (-15.34, -13.42, 24.51)  -0.13
O (-15.76, -12.05, 24.81)  -0.15
C (-16.13, -11.33, 23.66)  -0.24
H (-17.67, -12.63, 22.75)  0.12
H (-16.55, -11.97, 21.72)  0.12
H (-14.70, -13.09, 22.44)  0.12
H (-15.97, -14.35, 22.59)  0.11
H (-14.25, -13.53, 24.57)  0.11
H (-15.97, -14.18, 24.97)  0.12
H (-15.27, -10.75, 23.32)  0.12
H (-16.98, -10.69, 23.91)  0.12

The HOMO energy comes out at -9.31 eV. The value obtained for the lowest unoccupied orbital energy is 0.0 eV. The SMILES is O=S1(=O)OCCO1.CNC(C)=O.CNC(C)=O.CNC(C)=O.CNC(C)=O.C1CCOC1.C1CCOC1.C1CCOC1.C1CCOC1.C1CCOC1.C1CCOC1. The maximum force comes out at 0.070 hartree/bohr.